A gas-phase ion, C5H14N2 (charge +2). Source: the OMol25 dataset; level of theory: wB97M-V/def2-TZVPD.

XYZ file:
```
21
Properties=species:S:1:pos:R:3:mulliken_charge:R:1
H -0.656 -1.139 -0.791 0.50
C -0.979 -0.592 0.091 -0.60
H 0.397 -1.336 1.514 0.37
C 1.155 0.825 -1.196 -0.96
H -3.417 -0.704 -1.421 0.41
H 0.379 0.332 -1.846 0.34
H 3.362 -0.609 1.097 0.36
H -3.826 -0.956 0.262 0.43
N -3.393 -0.277 -0.421 -0.32
H 0.155 0.360 1.753 0.56
H -4.099 0.525 -0.450 0.42
H 2.147 0.897 -1.728 0.40
C 0.222 -0.412 1.038 -0.66
C 1.478 -0.130 0.026 -0.25
H 2.617 0.636 1.710 0.32
H -2.011 1.158 0.390 0.36
H 1.739 -1.128 -0.378 0.31
N 2.802 0.201 0.866 -0.22
H 3.469 0.484 0.181 0.35
C -2.104 0.147 0.121 -0.43
H 0.563 1.719 -0.817 0.30
```

Molar mass (g/mol): 102.18
Max |F| (hartree/bohr): 0.08552
HOMO (eV): -17.909
LUMO (eV): -7.360
Charge: +2
SMILES: C[C@@H]([NH3+])C/C=C/[NH3+]
HOMO-LUMO gap (eV): 10.5
Energy relative to the best compared isomer or geometry (same formula, charge and spin) (kcal per mole): 49.4